1.
Here is C6H5NO4 in the gas phase from the Open Molecules 2025 dataset. Energies are from the ωB97M-V functional and the def2-TZVPD basis.

Output
**Frontier orbital gap**: 10.4 eV
**Highest occupied orbital energy**: -10.10 eV

```
! RIJCOSX wB97M-V def2-TZVPD def2/J DEFGRID3
* xyz 0 1
C -0.02683 1.28217 -0.43121
C -1.62298 1.29286 -0.35815
C -1.57485 -0.31501 -2.06126
C -1.34628 -1.23382 -2.79713
C 0.99968 -0.57560 0.82238
C 1.20770 0.08337 2.17613
N 0.38291 -0.03409 -0.13705
O 0.63742 2.14484 -0.84983
O -2.24005 1.90372 0.46786
O 1.58424 -1.74477 0.67593
O -2.24466 0.44498 -1.16785
H -1.02725 -1.79029 -3.60761
H 1.27978 -2.17953 -0.19227
H 2.25927 0.55441 2.16937
H 1.28725 -0.68223 2.95722
H 0.44464 0.84899 2.33348
*
```

2.
Here is C6H5NO4S in the gas phase from the Open Molecules 2025 dataset. Energies are from the ωB97M-V functional and the def2-TZVPD basis.

Output
**Frontier orbital gap**: 7.2 eV
**Highest occupied orbital energy**: -8.97 eV

```
! RIJCOSX wB97M-V def2-TZVPD def2/J DEFGRID3
* xyz 0 1
C 1.00755 -1.58990 -0.17314
C 0.62409 1.93481 -0.00334
C -1.49214 -1.19435 0.01298
C -0.55300 0.41019 1.77867
C -0.24651 0.92851 -0.61327
C -0.86809 0.06321 0.40777
N 1.20742 -1.19713 -1.34492
O 1.44097 -2.11555 0.77152
O 0.64714 3.09905 -0.27099
O -1.89618 -1.56338 -1.12612
O -0.06000 1.47745 2.09585
S 0.48035 0.18797 -2.10979
H 1.46342 1.56959 0.58667
H -1.60847 -1.93763 0.77963
H -0.63478 -0.36654 2.53629
H -1.09263 1.48194 -1.00658
H 1.89859 -1.72323 -1.96412
*
```

Among the records above, which one has the highest frontier orbital gap? C6H5NO4

Look up the frontier orbital gap of the second one. 7.2 eV